# 1
Molecular formula: C5H13NO3
Method: DFT, ωB97M-V with the def2-TZVPD basis set

charge = 0
ΔE to the lowest compared entry with this formula, charge and spin = 39.4 kcal per mole
orbital gap = 10.18 eV
spin multiplicity = 1

Geometry (Å):
C  1.2679  0.1570  -0.0977
C  2.2112  -0.9013  0.4336
C  1.8265  1.5744  -0.0971
O  0.6323  -0.1852  -1.1881
O  0.0247  0.2252  1.1450
H  -0.3637  0.5098  -1.2709
H  0.3147  0.8320  1.8354
H  2.6281  -0.6104  1.3961
H  1.0399  2.2743  -0.3739
H  1.6754  -1.8423  0.5341
H  3.0243  -1.0385  -0.2817
H  2.2418  1.8464  0.8725
H  2.6194  1.6287  -0.8455
C  -2.1865  -1.5129  -0.6828
N  -2.4703  -0.4163  0.2318
C  -1.8657  0.7775  0.1171
O  -1.3862  1.1864  -0.9874
H  -2.7298  -0.6785  1.1699
H  -2.1457  1.5000  0.8858
H  -2.9301  -2.2941  -0.5365
H  -2.2572  -1.1397  -1.7029
H  -1.1710  -1.8924  -0.5569

Forces on atoms 1 to 3 (eV/Å):
-0.609 0.497 1.508
-0.192 0.122 -0.147
-0.163 -0.212 0.095

Atomic charges from the natural (NBO) analysis, expressed in e, are listed below:
1 C 0.63
2 C -0.66
3 C -0.68
4 O -0.77
5 O -0.90
6 H 0.50
7 H 0.46
8 H 0.21
9 H 0.23
10 H 0.23
11 H 0.22
12 H 0.20
13 H 0.22
14 C -0.43
15 N -0.57
16 C 0.62
17 O -0.71
18 H 0.40
19 H 0.16
20 H 0.20
21 H 0.22
22 H 0.23

=====

# 2
Molecular formula: CH5N4O
Method: DFT, ωB97M-V with the def2-TZVPD basis set

charge = +1
ΔE to the lowest compared entry with this formula, charge and spin = 112.1 kcal per mole
orbital gap (spin up / spin down) = 7.44 / 7.44 eV
spin multiplicity = 1

Geometry (Å):
C  -1.1667  -0.8559  -0.6985
N  0.3727  1.0774  0.0769
N  -2.2892  -0.4472  -0.4279
N  -0.1434  -1.4550  -0.9835
N  0.7678  -1.6085  -1.8140
O  -3.2670  -0.4277  0.4678
H  1.2863  1.3684  -0.3010
H  0.3909  0.7941  1.0555
H  1.3313  -2.4565  -1.6158
H  -0.1165  1.9766  -0.1332
H  -3.0194  -1.0308  1.2411

Forces on atoms 1 to 3 (eV/Å):
-5.255 2.274 1.906
0.120 1.318 -1.486
2.511 -0.396 -0.902

Atomic charges from the natural (NBO) analysis, expressed in e, are listed below:
1 C 0.60
2 N -1.12
3 N 0.03
4 N -0.09
5 N -0.09
6 O -0.38
7 H 0.39
8 H 0.39
9 H 0.38
10 H 0.40
11 H 0.51

=====

# 3
Molecular formula: C3H6O2
Method: DFT, ωB97M-V with the def2-TZVPD basis set

charge = 0
ΔE to the lowest compared entry with this formula, charge and spin = 19.8 kcal per mole
orbital gap = 10.89 eV
spin multiplicity = 1

Geometry (Å):
C  -1.5422  -0.0271  -0.1507
C  -0.1639  0.0468  0.4709
O  0.0065  0.3516  1.6354
C  1.0739  -0.2360  -0.3806
O  2.1252  0.6067  0.0074
H  -2.0897  -0.9009  0.2176
H  -1.5154  -0.0669  -1.2446
H  -2.0941  0.8639  0.1653
H  0.8686  -0.0841  -1.4457
H  1.3327  -1.3023  -0.2354
H  1.9984  0.7484  0.9605

Forces on atoms 1 to 3 (eV/Å):
-0.036 0.029 -0.017
0.071 0.033 0.245
-0.169 -0.050 -0.556

Atomic charges from the natural (NBO) analysis, expressed in e, are listed below:
1 C -0.73
2 C 0.58
3 O -0.55
4 C -0.16
5 O -0.70
6 H 0.25
7 H 0.22
8 H 0.25
9 H 0.19
10 H 0.19
11 H 0.48

=====

What did the first record say?
Molecular formula: C5H13NO3
Method: DFT, ωB97M-V with the def2-TZVPD basis set

charge = 0
ΔE to the lowest compared entry with this formula, charge and spin = 39.4 kcal per mole
orbital gap = 10.18 eV
spin multiplicity = 1

Geometry (Å):
C  1.2679  0.1570  -0.0977
C  2.2112  -0.9013  0.4336
C  1.8265  1.5744  -0.0971
O  0.6323  -0.1852  -1.1881
O  0.0247  0.2252  1.1450
H  -0.3637  0.5098  -1.2709
H  0.3147  0.8320  1.8354
H  2.6281  -0.6104  1.3961
H  1.0399  2.2743  -0.3739
H  1.6754  -1.8423  0.5341
H  3.0243  -1.0385  -0.2817
H  2.2418  1.8464  0.8725
H  2.6194  1.6287  -0.8455
C  -2.1865  -1.5129  -0.6828
N  -2.4703  -0.4163  0.2318
C  -1.8657  0.7775  0.1171
O  -1.3862  1.1864  -0.9874
H  -2.7298  -0.6785  1.1699
H  -2.1457  1.5000  0.8858
H  -2.9301  -2.2941  -0.5365
H  -2.2572  -1.1397  -1.7029
H  -1.1710  -1.8924  -0.5569

Forces on atoms 1 to 3 (eV/Å):
-0.609 0.497 1.508
-0.192 0.122 -0.147
-0.163 -0.212 0.095

Atomic charges from the natural (NBO) analysis, expressed in e, are listed below:
1 C 0.63
2 C -0.66
3 C -0.68
4 O -0.77
5 O -0.90
6 H 0.50
7 H 0.46
8 H 0.21
9 H 0.23
10 H 0.23
11 H 0.22
12 H 0.20
13 H 0.22
14 C -0.43
15 N -0.57
16 C 0.62
17 O -0.71
18 H 0.40
19 H 0.16
20 H 0.20
21 H 0.22
22 H 0.23